71
Properties=species:S:1:pos:R:3:forces:R:3 method="wB97M-V/def2-TZVPD" total_charge=-1 orbital_gap_ev=8.55 homo_ev=-6.67 spin_multiplicity=1 mol_weight_g_mol=551.92
Cl -0.187 -0.773 -0.671 -2.9 -2.7 -1.3
O -0.654 0.411 -1.279 -0.9 2.2 -0.4
O -0.851 -1.907 -1.335 0.6 0.5 0.3
O 1.193 -0.842 -0.870 3.0 -0.4 0.2
O -0.548 -0.843 0.710 0.2 0.5 1.2
C 1.712 -5.328 4.364 -0.2 0.2 1.2
C 2.897 -4.487 3.863 -1.0 -1.9 -0.3
O 2.479 -3.154 3.745 0.9 0.5 0.6
H 1.808 -6.404 4.511 0.4 -0.2 -1.0
H 0.786 -5.071 3.850 0.1 -0.3 -0.2
H 1.546 -5.075 5.411 -0.2 0.6 0.1
H 3.267 -4.912 2.930 0.0 0.3 -0.4
H 3.710 -4.675 4.564 0.1 1.0 0.2
H 1.724 -3.076 3.157 0.0 -0.2 -0.2
C -6.133 0.219 -2.473 0.1 -0.6 -0.6
C -6.495 -1.019 -1.626 1.2 0.8 0.7
O -5.960 -2.290 -1.989 -0.9 0.1 -0.6
H -6.509 0.231 -3.496 -0.4 -0.2 0.0
H -5.057 0.325 -2.604 0.1 -0.1 0.3
H -6.489 1.110 -1.955 -0.1 0.0 0.0
H -7.569 -1.099 -1.455 0.0 -0.3 -0.4
H -6.075 -0.740 -0.660 -0.1 -0.2 0.4
H -5.044 -2.411 -1.730 0.1 0.5 0.1
C 0.847 2.647 4.849 -1.3 0.3 -0.7
O 0.585 3.553 5.598 0.2 1.2 1.2
N 0.673 2.743 3.530 0.2 1.3 -2.7
N 1.149 1.419 5.217 0.8 -2.4 1.7
H 0.751 1.987 2.865 0.1 0.1 0.3
H 0.733 3.684 3.167 -0.2 -0.2 -0.1
H 0.825 1.187 6.145 0.4 -0.4 -0.2
H 1.390 0.714 4.534 -0.2 0.0 0.5
C 2.971 -7.515 -1.109 3.3 4.6 -2.7
O 3.815 -6.804 -1.678 0.0 -0.9 0.0
N 3.215 -8.516 -0.354 1.1 -4.0 2.6
N 1.716 -7.207 -1.144 -4.8 0.9 -0.2
H 4.171 -8.792 -0.180 -0.5 -0.1 0.2
H 2.386 -8.864 0.107 1.0 -0.8 0.4
H 1.404 -6.347 -1.572 0.2 -0.2 0.1
H 1.115 -7.666 -0.474 -0.3 0.5 -0.4
C -2.657 7.124 -1.032 -1.1 -0.3 1.7
O -2.125 7.203 0.027 2.8 0.1 2.4
N -2.479 6.307 -2.006 3.6 -4.2 -3.5
N -3.777 7.701 -1.266 -5.9 4.5 -0.7
H -3.058 6.318 -2.833 0.6 -0.3 0.3
H -1.673 5.705 -1.923 -0.2 -0.1 -0.6
H -4.227 8.303 -0.591 0.3 -0.2 -0.2
H -4.249 7.557 -2.147 -0.1 0.3 0.5
C -4.676 2.313 3.326 -0.2 6.7 -0.9
O -5.288 3.266 3.831 0.1 -0.1 0.0
N -3.835 2.499 2.322 1.2 0.9 -1.9
N -4.761 1.151 3.775 -1.3 -6.4 2.5
H -3.589 3.472 2.211 0.2 -0.4 -0.5
H -3.331 1.744 1.880 0.2 0.5 0.1
H -5.520 1.133 4.441 0.1 -0.9 0.0
H -4.547 0.384 3.153 -0.2 -0.2 0.6
C 6.967 -1.584 -3.361 2.1 -4.3 -1.1
O 7.947 -2.320 -3.384 1.3 0.6 0.4
N 6.880 -0.354 -3.686 1.3 5.4 -0.5
N 5.794 -2.114 -3.337 -5.8 -3.5 1.4
H 7.683 -0.006 -4.190 -0.5 0.8 0.4
H 5.985 0.084 -3.521 0.7 0.6 -0.7
H 5.660 -3.108 -3.217 0.6 0.2 0.3
H 4.917 -1.627 -3.222 0.3 0.2 -0.1
C 2.272 4.698 -4.071 -1.6 -1.0 3.2
O 2.433 5.632 -4.738 1.5 4.4 -4.2
N 1.861 3.506 -4.465 -0.4 -2.8 -1.8
N 2.245 4.789 -2.736 0.4 -0.9 3.3
H 1.692 3.421 -5.457 -0.1 -0.2 0.3
H 1.381 2.884 -3.829 0.1 0.1 -0.3
H 2.309 3.909 -2.244 -0.1 0.3 0.3
H 2.470 5.598 -2.174 0.1 0.0 -0.8